# C20H26N8OSSeY

C20H26N8OSSeY as an isolated structure (ωB97M-V with the def2-TZVPD basis set, the Open Molecules 2025 dataset).

```
58
Properties=species:S:1:pos:R:3:nbo_charge:R:1
Y 0.07714 0.34871 -0.29768 1.63
C 1.30981 0.19076 3.57951 -0.66
C 1.20408 -0.65560 2.33870 -0.02
C 2.27225 -0.76018 1.42501 -0.02
C 3.61177 -0.14238 1.72522 -0.66
C 2.14434 -1.56945 0.27322 0.05
C 3.30690 -1.69476 -0.67323 -0.66
C 0.96645 -2.31111 0.06087 -0.06
C 0.86494 -3.34039 -1.03526 -0.64
C -0.09995 -2.20851 0.97483 -0.07
C -1.35662 -3.01400 0.77799 -0.65
C 0.05332 -1.44594 2.14819 0.01
C -0.92444 -1.67271 3.27082 -0.66
H 2.01995 1.00095 3.46427 0.25
H 1.60937 -0.41834 4.43533 0.24
H 0.35035 0.65187 3.80908 0.24
H 3.83377 0.69789 1.06533 0.24
H 4.39730 -0.88256 1.57543 0.24
H 3.68014 0.20077 2.75080 0.24
H 3.95397 -0.82360 -0.62673 0.24
H 2.96711 -1.78645 -1.70139 0.22
H 3.90719 -2.57577 -0.43336 0.24
H 0.68632 -4.32110 -0.59011 0.24
H 1.77457 -3.41451 -1.62017 0.23
H 0.03755 -3.14687 -1.71729 0.23
H -1.56748 -3.19893 -0.27305 0.23
H -2.21984 -2.51241 1.21110 0.24
H -1.26697 -3.98987 1.26396 0.24
H -1.93460 -1.32800 3.06033 0.25
H -0.59880 -1.20823 4.19455 0.24
H -0.99395 -2.74779 3.44854 0.24
C -2.82522 5.17892 -1.06126 -0.67
C -3.08691 3.99907 -0.21010 0.37
N -4.21801 3.69451 0.33664 -0.23
N -3.99430 2.52304 0.99161 -0.34
C -2.73614 2.10608 0.89512 0.29
S -1.97336 0.75930 1.57131 -0.24
N -2.14673 3.04132 0.11030 -0.22
N -0.81661 2.93822 -0.26107 -0.65
H -3.73056 5.77764 -1.10213 0.27
H -2.55902 4.87642 -2.07539 0.24
H -2.01443 5.78391 -0.65507 0.24
H -4.74225 2.07375 1.49514 0.44
H -0.71702 3.14826 -1.25145 0.41
H -0.23528 3.54873 0.31074 0.42
Se 2.24038 1.95126 -1.05155 -0.12
C 1.86891 2.48486 0.66234 -0.01
N 1.47004 2.67918 1.73279 -0.41
N 0.98776 -1.63644 -4.23467 -0.77
C 0.21467 -0.94994 -3.39034 0.70
O 0.64184 -0.65386 -2.22469 -0.82
C -1.10490 -0.55685 -3.76563 -0.54
C -1.62062 0.22250 -2.75890 0.52
N -1.77817 0.82705 -1.77404 -0.59
C -1.69419 -0.87457 -5.00222 0.26
N -2.10891 -1.17614 -6.03221 -0.28
H 1.92938 -1.86128 -3.96356 0.42
H 0.68373 -1.82645 -5.17649 0.43
```

Computed properties:
**Energy**: -112353.7099 eV
**Largest force on an atom**: 0.6 eV/A
**Energy above the lowest of the compared OMol25 structures with the same formula, charge and spin**: 9.04 kcal/mol
**Frontier orbital gap**: 9.04 eV
**Charge**: +1
**Spin multiplicity**: 1